[1]
# C5H5NO

A single C5H5NO molecule at a distorted geometry (ωB97M-V/def2-TZVPD, the OMol25 dataset).

Bonds (Å) are listed after each position.
Atoms and positions in Å:
1 O -1.685 -1.598 0.590  C2 1.204
2 C -0.881 -0.881 1.127  O1 1.204, C3 1.506, H8 1.107
3 C -0.396 0.427 0.560  C2 1.506, C4 1.495, C5 1.506, H9 1.090
4 C 1.056 0.628 0.266  C3 1.495, C5 1.515, H10 1.088, H11 1.086
5 C 0.058 0.548 -0.871  C3 1.506, C4 1.515, C6 1.447, H12 1.086
6 C 0.080 -0.605 -1.745  C5 1.447, N7 1.157
7 N 0.130 -1.505 -2.470  C6 1.157
8 H -0.458 -1.145 2.115  C2 1.107
9 H -0.944 1.286 0.947  C3 1.090
10 H 1.719 -0.225 0.395  C4 1.088
11 H 1.505 1.595 0.468  C4 1.086
12 H -0.186 1.475 -1.383  C5 1.086

Calculated values
Structure (SMILES): N#C[C@@H]1C[C@@H]1C=O
Energy relative to the best compared isomer or geometry (same formula, charge and spin), kJ/mol: 149.98
Electronic energy, eV: -8801.8646
Orbital gap, eV: 10.85

[2]
# C5H5NO

A single C5H5NO molecule at a distorted geometry (ωB97M-V/def2-TZVPD, the OMol25 dataset).

Bonds (Å) are listed after each position.
Atoms and positions in Å:
1 O 1.727 1.967 0.733  C2 1.201
2 C 0.964 1.252 0.145  O1 1.201, C3 1.505, H8 1.112
3 C 0.383 0.009 0.764  C2 1.505, C4 1.477, C5 1.496, H9 1.082
4 C -1.070 -0.055 0.508  C3 1.477, C5 1.694, H10 1.078, H11 1.094
5 C 0.055 -1.159 -0.112  C3 1.496, C4 1.694, C6 1.444, H12 1.154
6 C 0.325 -1.049 -1.526  C5 1.444, N7 1.158
7 N 0.543 -1.048 -2.663  C6 1.158
8 H 0.587 1.499 -0.872  C2 1.112
9 H 0.737 -0.172 1.771  C3 1.082
10 H -1.548 0.601 -0.201  C4 1.078
11 H -1.668 -0.357 1.374  C4 1.094
12 H -1.035 -1.488 0.079  C5 1.154

Calculated values
Structure (SMILES): N#C[C@@H]1C[C@@H]1C=O
Energy relative to the best compared isomer or geometry (same formula, charge and spin), kJ/mol: 362.35
Electronic energy, eV: -8799.6635
Orbital gap, eV: 10.23

[3]
# C5H5NO

A single C5H5NO molecule at a distorted geometry (ωB97M-V/def2-TZVPD, the OMol25 dataset).

Bonds (Å) are listed after each position.
Atoms and positions in Å:
1 O -2.035 0.025 -0.268  C2 1.396, H8 0.967
2 C -1.026 -0.792 0.246  O1 1.396, C3 1.582, H9 1.111, H10 1.094
3 C 0.395 -0.411 -0.334  C2 1.582, C4 1.447, C6 1.483, H11 1.149
4 C 0.717 0.985 -0.126  C3 1.447, C5 1.202
5 C 0.932 2.141 -0.372  C4 1.202, H12 1.054
6 C 1.391 -1.319 0.286  C3 1.483, N7 1.159
7 N 2.113 -2.024 0.855  C6 1.159
8 H -1.849 0.931 0.015  O1 0.967
9 H -1.009 -0.746 1.355  C2 1.111
10 H -1.279 -1.827 -0.003  C2 1.094
11 H 0.520 -0.128 -1.441  C3 1.149
12 H 1.128 3.165 -0.213  C5 1.054

Calculated values
Structure (SMILES): C#C[C@@H](C#N)CO
Energy relative to the best compared isomer or geometry (same formula, charge and spin), kJ/mol: 318.14
Electronic energy, eV: -8800.1217
Orbital gap, eV: 11.15

[4]
# C5H5NO

A single C5H5NO molecule at a distorted geometry (ωB97M-V/def2-TZVPD, the OMol25 dataset).

Bonds (Å) are listed after each position.
Atoms and positions in Å:
1 O -1.958 -0.188 -0.624  C2 1.401, H8 0.968
2 C -0.971 -0.794 0.164  O1 1.401, C3 1.550, H9 1.099, H10 1.093
3 C 0.436 -0.367 -0.326  C2 1.550, C4 1.471, C6 1.472, H11 1.098
4 C 0.645 1.067 -0.075  C3 1.471, C5 1.203
5 C 0.745 2.244 0.151  C4 1.203, H12 1.070
6 C 1.500 -1.185 0.278  C3 1.472, N7 1.158
7 N 2.322 -1.867 0.726  C6 1.158
8 H -1.885 0.769 -0.507  O1 0.968
9 H -1.072 -0.546 1.230  C2 1.099
10 H -1.083 -1.875 0.046  C2 1.093
11 H 0.456 -0.544 -1.409  C3 1.098
12 H 0.866 3.288 0.348  C5 1.070

Calculated values
Structure (SMILES): C#C[C@@H](C#N)CO
Energy relative to the best compared isomer or geometry (same formula, charge and spin), kJ/mol: 234.07
Electronic energy, eV: -8800.9930
Orbital gap, eV: 11.51

[5]
# C5H5NO

A single C5H5NO molecule at a distorted geometry (ωB97M-V/def2-TZVPD, the OMol25 dataset).

Bonds (Å) are listed after each position.
Atoms and positions in Å:
1 C 1.784 0.791 -0.034  C2 1.477, C3 1.297, H8 1.026
2 C 0.350 1.141 0.014  C1 1.477, C5 1.363, H9 1.078
3 C 2.423 -0.338 -0.024  C1 1.297, O7 1.163
4 C -0.727 -1.205 -0.055  C5 1.434, N6 1.237, H10 1.129
5 C -0.660 0.227 -0.042  C2 1.363, C4 1.434, H11 1.035
6 N -1.814 -1.781 0.071  C4 1.237, H12 1.043
7 O 2.951 -1.373 0.021  C3 1.163
8 H 2.452 1.554 0.121  C1 1.026
9 H 0.093 2.188 0.040  C2 1.078
10 H 0.146 -1.731 -0.543  C4 1.129
11 H -1.579 0.685 -0.175  C5 1.035
12 H -2.076 -2.781 -0.069  N6 1.043

Calculated values
Structure (SMILES): [H]/N=C/C=C\C=C=O
Energy relative to the best compared isomer or geometry (same formula, charge and spin), kJ/mol: 252.80
Electronic energy, eV: -8800.7989
Orbital gap, eV: 8.88

[6]
# C5H5NO

A single C5H5NO molecule (ωB97M-V/def2-TZVPD, the OMol25 dataset).

Bonds (Å) are listed after each position.
Atoms and positions in Å:
1 O -0.462 -1.197 -1.658  C2 1.341, H8 0.970
2 C -0.082 -0.514 -0.569  O1 1.341, C3 1.486, C6 1.360
3 C 1.036 0.442 -0.775  C2 1.486, C4 1.540, H10 1.098, H11 1.100
4 C 1.358 1.366 0.415  C3 1.540, N5 1.334
5 N 0.383 1.479 1.318  C4 1.334, C7 1.317
6 C -0.679 -0.603 0.650  C2 1.360, C7 1.429, H9 1.088
7 C -0.502 0.524 1.510  N5 1.317, C6 1.429, H12 1.091
8 H -1.273 -1.692 -1.464  O1 0.970
9 H -1.462 -1.329 0.863  C6 1.088
10 H 1.971 -0.122 -0.898  C3 1.098
11 H 0.918 0.983 -1.724  C3 1.100
12 H -1.207 0.663 2.332  C7 1.091

Calculated values
Energy relative to the best compared isomer or geometry (same formula, charge and spin), kJ/mol: 368.02
Electronic energy, eV: -8799.6047
Orbital gap (spin up / spin down), eV: 7.21 / 6.94

energy relative to the best compared isomer or geometry (same formula, charge and spin) of number 2 (C5H5NO)?
362.35 kJ/mol

energy relative to the best compared isomer or geometry (same formula, charge and spin) of number 6 (C5H5NO)?
368.02 kJ/mol

What is the formula in the second record?
C5H5NO

Look up the energy relative to the best compared isomer or geometry (same formula, charge and spin) of the fourth one.
234.07 kJ/mol